{"formula": "C14H24N5O2OsS2SeSi", "method": "ωB97M-V/def2-TZVPD", "homo_ev": -10.58, "fmax_ev_per_a": 0.4, "gap_ev": 5.96, "de_lowest_kj_mol": 109.21, "total_charge": 1, "symbols": ["Os", "C", "Si", "C", "C", "C", "C", "C", "C", "N", "C", "S", "H", "H", "H", "H", "H", "H", "H", "H", "H", "H", "H", "H", "N", "C", "C", "O", "O", "H", "H", "H", "H", "C", "N", "C", "S", "N", "C", "H", "H", "H", "H", "H", "H", "H", "H", "Se", "C", "N"], "xyz": [[0.4172, -0.3738, 0.7453], [-5.9856, -0.5922, 0.9215], [-4.9786, -0.8211, -0.6340], [-5.9206, -0.2242, -2.1335], [-4.4860, -2.6036, -0.8674], [-3.4579, 0.3198, -0.4696], [-3.5834, 1.6676, -0.8082], [-2.5215, 2.5635, -0.7214], [-1.3072, 2.0934, -0.2746], [-1.1713, 0.8163, 0.0922], [-2.1986, -0.0570, -0.0056], [-1.5979, -1.6170, 0.5352], [-6.8874, -1.2073, 0.8920], [-6.2955, 0.4475, 1.0440], [-5.4135, -0.8817, 1.8053], [-6.7838, -0.8702, -2.3061], [-5.2975, -0.2578, -3.0295], [-6.2984, 0.7932, -2.0200], [-5.3623, -3.1635, -1.2030], [-4.1303, -3.0596, 0.0563], [-3.7076, -2.7187, -1.6234], [-4.5372, 2.0368, -1.1663], [-2.6327, 3.5995, -1.0056], [-0.4223, 2.7141, -0.2116], [0.3681, 0.5691, 2.6011], [1.0731, 1.8830, 2.5449], [2.1728, 1.8008, 1.4986], [3.2177, 2.4236, 1.6186], [1.8860, 1.0647, 0.4776], [-0.5918, 0.6833, 2.9178], [0.8219, -0.0071, 3.3023], [1.4693, 2.1610, 3.5182], [0.3640, 2.6461, 2.2212], [5.5428, 1.3031, -0.8901], [4.8975, 0.6082, 0.2212], [4.8973, -0.6634, 0.5219], [4.0941, -1.1661, 2.0171], [5.4780, -1.6399, -0.1614], [6.1002, -1.6265, -1.4839], [5.5393, 2.3596, -0.6378], [4.9856, 1.1660, -1.8151], [6.5722, 0.9812, -1.0169], [4.3523, 1.2252, 0.8348], [5.4787, -2.5233, 0.3236], [5.5303, -1.0098, -2.1706], [6.0760, -2.6451, -1.8607], [7.1344, -1.2902, -1.4354], [1.9159, -2.0818, 1.2905], [2.4378, -2.3595, -0.4730], [2.7463, -2.4662, -1.5767]]}



{"formula": "C2H4N2OP2", "method": "ωB97M-V/def2-TZVPD", "homo_ev": -8.97, "fmax_ev_per_a": 4.6, "gap_ev": 8.30, "de_lowest_kj_mol": 51.22, "symbols": ["C", "C", "N", "N", "O", "P", "P", "H", "H", "H", "H"], "xyz": [[-1.8232, 0.8073, -0.1012], [-1.9467, -0.5799, 0.3298], [-0.6379, 0.9403, -0.6368], [-0.9582, -1.3252, -0.0543], [3.0755, 0.5341, -0.4000], [0.1627, -0.4914, -0.8285], [1.9007, -0.2479, 0.5924], [-2.6705, 1.5007, -0.0096], [-2.9109, -0.8740, 0.6007], [3.3123, 1.2648, 0.2189], [2.4962, -1.5287, 0.2886]]}